[1]
Density functional theory data (ωB97M-V with the def2-TZVPD basis set) for 2 unconnected molecules or ions with the total composition C3H5N3O2PS in a non-equilibrium geometry.

Structure (XYZ):
```
15
Properties=species:S:1:pos:R:3:mulliken_charge:R:1
N -3.374 0.924 0.563 0.14
C 3.897 0.373 -0.306 -0.20
H 0.414 2.084 0.590 -0.04
O 0.835 1.268 -1.413 -0.72
C -1.374 0.414 0.157 0.34
S 1.598 -0.374 0.976 -0.55
H 3.421 -0.107 -1.145 0.33
O 4.891 -0.116 0.199 -0.53
H -1.878 -1.777 0.245 0.38
N -2.080 1.446 0.396 -0.48
P 0.408 0.877 -0.032 0.46
H -4.154 1.456 0.823 0.21
N -3.380 -0.430 0.456 -0.52
C -2.158 -0.742 0.144 -0.11
H 3.653 1.283 0.217 0.28
```

Computed properties:
LUMO energy: 3.605 eV
charge: -1
gap between HOMO and LUMO: 8.04 eV


[2]
Density functional theory data (ωB97M-V with the def2-TZVPD basis set) for C3H4N4O in the gas phase in a non-equilibrium geometry.

Structure (XYZ):
```
12
Properties=species:S:1:pos:R:3:mulliken_charge:R:1
H 1.542 -1.518 0.216 0.46
O -0.991 -0.802 1.949 -0.07
H -0.999 1.320 -1.014 0.36
C 0.656 -1.209 0.661 -0.19
C 0.832 1.652 -2.598 -0.25
N 0.040 0.942 -0.633 -0.11
N 0.134 -1.531 1.809 -0.30
H -0.102 2.368 -2.658 0.17
C -0.215 -0.099 0.213 0.40
N 0.904 0.675 -1.780 -0.39
H 1.506 1.645 -3.417 0.30
N -1.314 -0.009 0.835 -0.36
```

Computed properties:
LUMO energy: 0.512 eV
SMILES: C=NNc1cnon1
charge: 0
gap between HOMO and LUMO: 9.98 eV


[3]
Density functional theory data (ωB97M-V with the def2-TZVPD basis set) for 3 unconnected molecules or ions with the total composition C17H39BrO13P2S in a non-equilibrium geometry.

Structure (XYZ):
```
73
Properties=species:S:1:pos:R:3:mulliken_charge:R:1
H 2.774 -6.570 2.509 0.25
H 4.656 -1.562 -2.169 0.26
H 0.802 4.225 0.209 0.95
H 5.630 -0.874 2.876 0.29
H 1.172 -2.027 0.521 0.26
H 6.960 -1.109 1.712 0.28
H -4.270 4.470 -2.944 0.30
H -1.007 6.979 -1.125 0.46
S -0.854 2.618 0.970 1.49
O 0.009 3.253 -1.422 -0.19
H -3.706 0.322 -1.146 0.26
H -3.254 1.819 -2.594 0.36
O 5.470 -1.539 -0.247 -0.35
H -6.168 2.040 -1.730 0.32
O -2.749 3.960 -1.689 -0.18
O 5.549 0.324 1.158 -0.32
H -4.969 0.873 -0.040 0.21
P -0.347 -6.345 2.254 1.05
C 1.306 3.520 -2.000 -0.06
H -3.601 2.708 0.305 0.08
H 1.901 2.960 -3.983 0.37
C -0.151 3.884 -0.202 -0.90
H -0.743 -9.286 1.881 0.32
C -4.205 2.340 -2.727 -0.66
H 2.837 -5.208 1.382 0.18
H -1.992 -3.193 2.762 0.26
C -3.161 3.625 0.714 -0.40
C -1.251 -3.954 3.002 -0.63
O -2.169 3.219 1.666 -0.42
H 0.185 -9.708 3.334 0.23
C -4.099 3.759 -2.122 -0.82
O 3.141 -1.605 0.079 -0.26
H 6.208 -2.394 -1.944 0.25
O -1.224 1.400 0.313 -0.68
C 6.295 -0.377 2.169 -0.66
C 5.238 -2.189 -1.494 -0.55
H 2.115 3.546 -1.263 0.43
H -3.287 5.465 -0.411 0.58
O 1.030 -5.485 2.286 -0.29
Br -0.962 6.138 1.373 0.02
H -5.263 -0.491 -1.158 0.36
H 0.321 5.945 -1.568 0.52
H 1.930 -0.831 1.588 0.35
O -0.649 -6.871 0.874 -0.67
H -5.682 0.818 -2.947 0.36
H -4.852 3.967 -1.355 0.51
C -1.205 5.046 -0.258 0.44
H -1.496 -4.390 3.971 0.30
H 6.896 0.353 2.707 0.24
C -0.404 -8.930 2.853 -0.72
H 2.478 1.803 -2.766 0.21
H 0.776 1.813 -3.277 0.27
H 4.725 -3.137 -1.329 0.20
C -5.334 1.460 -2.132 -0.48
H 1.469 -0.383 -0.075 0.19
H -1.320 5.761 -2.344 0.26
O -1.262 -4.952 1.983 -0.27
H -0.268 -3.481 3.047 0.26
H 1.232 4.451 -2.568 0.09
C -0.758 5.958 -1.432 -1.69
O 0.087 2.373 2.018 -0.76
C -4.782 0.485 -1.047 -1.03
H -4.325 2.434 -3.812 0.38
C 1.641 2.443 -3.054 -1.17
P 4.364 -0.508 0.342 1.04
C 2.223 -6.035 1.736 -0.60
C -2.652 4.563 -0.421 -0.22
O 0.434 -7.780 2.687 -0.31
H -3.976 4.145 1.222 0.41
C 1.855 -1.180 0.559 -0.64
H 2.014 -6.700 0.898 0.34
O 3.938 0.533 -0.645 -0.58
H -1.263 -8.703 3.483 0.31
```

Computed properties:
LUMO energy: -1.923 eV
SMILES: CCCCO[C@H]1COS(=O)(=O)[C@@H](OCC)[C@]1(C)Br.COP(=O)(OC)OC.COP(=O)(OC)OC
charge: 0
gap between HOMO and LUMO: 7.42 eV


[4]
Density functional theory data (ωB97M-V with the def2-TZVPD basis set) for 3 unconnected molecules or ions with the total composition C24H49ClFN2O7 in a non-equilibrium geometry.

Structure (XYZ):
```
84
Properties=species:S:1:pos:R:3:mulliken_charge:R:1
H -5.598 -1.217 -2.688 0.39
O -8.258 -2.749 0.597 -0.22
H 2.510 5.201 -0.699 0.34
C -5.924 -2.225 -2.399 -0.59
H -2.522 -3.047 1.898 0.55
C 3.810 3.461 -3.228 -0.42
C 4.500 4.577 -1.191 -0.44
H 4.861 3.224 -5.081 0.44
H 3.786 6.388 -0.298 0.42
Cl -0.571 -3.384 0.035 0.06
H 1.188 6.144 -2.298 0.33
H 2.250 0.966 0.598 0.33
H 0.652 1.145 4.898 0.33
C 5.084 3.507 -4.043 -0.61
C -9.255 -1.998 1.258 -0.79
O 3.250 6.334 -2.269 -0.27
C -4.070 -3.037 -1.202 -0.66
H 3.955 -3.667 2.561 0.22
H 7.192 4.424 -5.345 0.32
O -0.964 -2.243 3.090 -0.43
C 0.051 -2.012 2.305 0.42
H -9.747 -2.597 2.032 0.32
C 1.283 -0.689 4.010 -0.78
H 2.025 -2.054 -0.327 0.60
H 0.568 -1.144 4.687 0.55
H -10.001 -1.630 0.546 0.33
H -1.763 -0.201 1.647 0.28
F 2.485 1.348 4.190 -0.30
O -5.370 -2.515 -1.120 -0.24
H 1.893 7.396 -3.337 0.24
H -3.064 -1.117 0.793 0.09
C 3.448 5.654 -1.043 -0.60
H 3.808 1.553 1.165 0.34
H -3.734 -3.249 -0.185 -0.08
C 3.381 -0.537 1.709 1.58
H -8.912 -4.687 0.667 0.42
C 5.374 -2.032 2.322 -0.79
H 4.796 4.264 -0.187 0.42
H 7.340 5.863 -4.313 0.24
O -7.974 -3.579 -2.370 -0.47
H 3.704 0.439 -0.229 0.46
H 5.742 -1.243 2.980 0.38
C 2.052 -1.226 1.681 -0.85
C 4.681 -3.124 3.165 -0.96
H 4.123 -2.311 0.612 0.37
H -8.772 -1.142 1.725 0.23
H 1.815 7.664 -1.582 0.32
H 5.395 4.956 -1.686 0.18
H 2.264 -0.967 4.393 0.28
H -7.824 -1.689 -1.511 0.17
C -2.607 -0.883 1.750 -0.61
C 7.001 4.829 -4.346 -0.78
H -8.169 -5.353 -1.459 0.40
C -8.797 -3.882 -0.071 -0.61
N 0.349 -2.397 1.066 0.01
H 3.288 2.534 -3.480 0.40
O 4.026 3.391 -1.822 -0.33
H 7.564 4.255 -3.601 0.33
H -4.059 -3.976 -1.769 0.50
H -7.805 -1.796 -3.265 0.41
N 1.117 -1.297 2.688 0.36
H 5.809 2.798 -3.625 0.33
H 0.796 1.256 3.104 0.26
H 3.144 4.286 -3.484 0.18
H 4.223 -2.711 4.065 0.18
H 3.661 -0.203 2.704 0.78
H -6.836 -4.396 -0.827 0.09
C 4.508 -1.476 1.200 -1.16
C -2.298 -2.181 2.508 -0.74
H -2.980 -2.256 3.346 0.43
C 1.571 -1.911 0.632 -0.75
H 5.162 -0.920 0.531 0.48
C 1.967 6.914 -2.365 -0.77
C 1.213 0.836 4.018 -0.27
H 6.269 -2.483 1.892 0.45
C 3.296 0.692 0.744 -1.93
O 5.621 4.817 -4.051 -0.27
H -5.566 -2.944 -3.144 0.38
H 5.429 -3.830 3.519 0.40
C -7.870 -4.342 -1.174 -0.30
C -7.435 -2.267 -2.352 -0.41
H -3.372 -0.337 2.299 0.35
H -9.778 -3.643 -0.498 0.36
H -3.384 -2.315 -1.664 0.41
```

Computed properties:
LUMO energy: -3.069 eV
charge: +1
gap between HOMO and LUMO: 7.79 eV


[5]
Density functional theory data (ωB97M-V with the def2-TZVPD basis set) for C18H32N2O2 in the gas phase.

Structure (XYZ):
```
54
Properties=species:S:1:pos:R:3:mulliken_charge:R:1
H 0.330 -0.485 3.846 0.48
C 0.381 -0.207 -3.487 -1.01
H 3.125 -0.579 -3.741 0.46
C -3.721 -0.365 1.857 -0.25
H 2.402 2.626 -1.572 0.24
H -1.032 1.214 -0.049 0.48
H 0.306 -1.781 -2.004 0.36
C 2.676 -0.403 -2.745 -1.15
H 0.984 1.846 3.088 0.45
O 2.324 0.516 1.448 -0.64
H -2.195 -1.693 4.440 0.43
N 1.504 0.447 -2.851 0.64
H 2.293 1.596 -4.451 0.44
C -2.727 -2.540 2.524 -0.54
C 3.710 0.236 -1.823 -0.24
N -1.495 -0.465 2.858 0.65
H -3.164 0.445 3.785 0.44
C -0.362 0.508 -0.541 0.30
H -1.093 -1.730 -3.090 0.44
H -0.306 0.558 -3.858 0.48
C 1.858 1.725 -3.443 -0.95
H -4.531 -1.699 3.344 0.35
H 0.405 1.031 -1.115 -0.38
C -4.032 -1.766 2.373 -0.92
H 0.699 -0.815 -4.350 0.39
H 4.581 -0.417 -1.748 0.39
H -4.700 -2.283 1.683 0.38
H -0.441 -0.917 1.074 -0.47
H 4.805 2.092 -1.681 0.38
H 1.008 -1.071 0.018 0.45
H -0.744 0.827 4.360 0.39
H -2.478 1.309 2.394 0.45
C 1.117 0.460 1.481 0.09
H 0.949 2.325 -3.541 0.42
C -2.717 0.316 2.781 -1.14
H -2.270 -2.667 1.541 0.23
O -2.385 -0.359 -1.453 -0.64
C -1.763 -1.773 3.426 -0.96
C 4.112 1.602 -2.367 -0.94
H 3.107 3.417 -2.990 0.37
H 4.615 1.482 -3.330 0.36
H -2.912 -3.528 2.949 0.37
H -3.302 -0.430 0.852 -0.03
C 0.324 -0.379 0.510 0.45
C 0.309 1.206 2.517 -0.84
H -0.432 1.832 2.021 0.37
C 2.859 2.450 -2.547 -0.54
C -0.394 -1.120 -2.516 -0.84
H 2.375 -1.372 -2.342 0.44
H 3.283 0.353 -0.826 -0.03
H -0.818 -2.319 3.504 0.42
C -0.402 0.244 3.489 -1.02
C -1.177 -0.330 -1.494 0.13
H -4.632 0.234 1.809 0.39
```

Computed properties:
LUMO energy: 0.889 eV
SMILES: O=C(CCC(=O)CCN1CCCCC1)CCN1CCCCC1
charge: 0
gap between HOMO and LUMO: 9.48 eV


[6]
Density functional theory data (ωB97M-V with the def2-TZVPD basis set) for C4H4FN in the gas phase in a non-equilibrium geometry.

Structure (XYZ):
```
10
Properties=species:S:1:pos:R:3:mulliken_charge:R:1
H -0.005 -0.906 -1.753 0.33
H 1.290 1.084 -0.403 0.38
H 1.478 -1.320 0.050 0.25
C 0.364 0.645 -0.075 -0.32
N -1.175 2.076 1.332 -0.42
C -0.515 1.392 0.712 0.21
F -1.674 -0.523 -0.634 -0.27
C 0.532 -0.833 0.332 -0.61
C -0.325 -0.495 -0.792 0.14
H 0.030 -1.120 1.232 0.30
```

Computed properties:
LUMO energy: 0.750 eV
SMILES: N#C[C@H]1C[C@H]1F
charge: 0
gap between HOMO and LUMO: 11.64 eV


[7]
Density functional theory data (ωB97M-V with the def2-TZVPD basis set) for a gas-phase ion, CH2NO2S3 (charge -1) in a non-equilibrium geometry.

Structure (XYZ):
```
9
Properties=species:S:1:pos:R:3:mulliken_charge:R:1
C -0.228 0.483 0.262 0.40
O 2.867 -0.010 1.529 -0.63
H 1.538 -0.824 -0.182 0.13
H -2.585 0.522 0.420 0.14
S -1.582 1.591 0.337 -0.27
N 1.057 1.176 0.332 -0.50
O 3.208 0.751 -0.787 -0.66
S -0.614 -1.124 0.073 -0.51
S 2.288 0.217 0.225 0.89
```

Computed properties:
LUMO energy: 3.103 eV
SMILES: O=[S@H]([O-])=NC(=S)S
charge: -1
gap between HOMO and LUMO: 7.81 eV


[8]
Density functional theory data (ωB97M-V with the def2-TZVPD basis set) for C6H8BrNO2 in the gas phase in a non-equilibrium geometry.

Structure (XYZ):
```
18
Properties=species:S:1:pos:R:3:mulliken_charge:R:1
C 1.143 -0.680 -1.786 -0.91
Br 3.090 -0.771 -1.331 -0.16
C -0.146 -1.066 0.310 0.62
H -0.809 -1.332 2.356 0.25
H -1.223 0.386 1.655 0.32
H -0.003 1.894 -0.659 0.28
O 2.675 -4.326 0.965 -0.45
C 0.671 1.236 -0.091 -1.43
C 0.598 -0.232 -0.395 0.36
C -1.121 -0.709 1.452 -1.02
N 0.909 -3.097 0.062 -0.15
C 1.781 -3.649 0.667 0.47
H 0.911 -1.617 -2.021 0.54
O -0.307 -2.492 0.077 -0.23
H 1.642 1.430 -0.562 0.34
H -2.081 -1.037 1.186 0.34
H 1.061 0.122 -2.540 0.39
H 0.674 1.718 0.872 0.45
```

Computed properties:
LUMO energy: 0.563 eV
SMILES: C/C(CBr)=C(\C)ON=C=O
charge: 0
gap between HOMO and LUMO: 9.76 eV


| no. | HOMO energy (eV) |
| --- | --- |
| 1 | -4.43 |
| 2 | -9.47 |
| 3 | -9.34 |
| 4 | -10.86 |
| 5 | -8.59 |
| 6 | -10.89 |
| 7 | -4.70 |
| 8 | -9.20 |